C2H4NO3 | ωB97M-V with the def2-TZVPD basis set

The relative energy (zero: lowest compared OMol25 entry of this formula, charge and spin) comes out at 92.2 kJ/mol. As for the charge: -1. The value obtained for the gap between HOMO and LUMO is 9.01 eV.

Last column: Löwdin charge in e.
Cartesian coordinates (Å):
C 1.517 1.343 0.693  -0.36
N 0.223 1.157 0.258  0.11
O 2.420 2.214 0.370  -0.12
H 1.663 0.484 1.315  0.10
H -0.258 0.268 0.291  0.01
H -0.154 1.604 -0.608  0.11
O -1.325 -1.117 -1.659  -0.19
C -1.257 -1.803 -0.570  -0.60
O -0.786 -1.397 0.543  -0.18
H -2.043 -2.753 -0.633  0.11